Record 1
ORCA calculation (the ωB97M-V functional and the def2-TZVPD basis) on a single C22H27N3O2 molecule.

SMILES string: O=C(CN1CCN(c2ccc(O)cc2)CC1)N[C@H]1CCCc2ccccc21

```
54
Properties=species:S:1:pos:R:3:forces:R:3
O 0.0650 -0.5545 -0.0035 -0.32 -0.23 0.07
O -6.7663 -3.3453 0.0245 -0.09 -0.15 0.01
N -1.2188 2.0222 0.2241 0.24 -0.13 -0.03
N -4.0292 1.5044 0.2749 0.02 0.42 -0.04
N 2.0598 0.4199 -0.3817 0.38 0.01 -0.14
C -3.2963 1.8515 1.4747 0.34 -0.09 0.25
C 5.6265 -0.5637 -1.5083 -0.06 0.12 -0.16
C 2.7999 -0.8183 -0.5877 -0.23 -0.14 -0.17
C 4.4433 -0.0795 -2.3379 0.07 -0.31 -0.04
C -1.8366 1.3903 1.3794 -0.31 0.05 0.23
C 5.2799 -0.6941 -0.0511 -0.02 -0.05 0.03
C 3.2331 -0.9587 -2.0483 -0.03 0.15 0.09
C 6.2966 -0.6890 0.8982 0.01 0.00 0.12
C -6.0662 -2.1697 0.0518 0.19 0.21 -0.16
C -1.9091 1.6257 -0.9930 -0.28 0.10 -0.14
C 0.7437 0.4484 -0.0792 0.10 0.42 -0.09
C -5.2845 -1.7445 -1.0103 -0.24 -0.22 0.15
C 0.2154 1.8706 0.1535 -0.37 -0.02 0.07
C -3.3701 2.0736 -0.8781 0.17 -0.04 -0.24
C 4.7074 -0.9715 2.6651 -0.14 -0.02 0.06
C 3.9632 -0.8491 0.3734 0.09 -0.03 0.05
C 3.6903 -0.9814 1.7313 0.08 -0.02 0.04
C 6.0195 -0.8256 2.2445 0.14 0.01 -0.04
C -4.5849 -0.5532 -0.9415 0.12 0.22 0.11
C -6.1485 -1.3686 1.1851 -0.04 -0.30 -0.15
C -5.4604 -0.1772 1.2466 0.11 -0.02 -0.06
C -4.6500 0.2600 0.1910 -0.28 -0.32 -0.10
H 2.3940 -0.6919 -2.6932 -0.03 -0.09 0.04
H -1.4348 2.1266 -1.8417 -0.02 -0.02 -0.03
H -1.8097 0.2928 1.3100 0.03 0.09 0.05
H 4.2169 0.9599 -2.0894 0.01 0.10 -0.05
H -6.6034 -3.7918 -0.8143 -0.01 0.07 0.11
H 0.6415 2.2343 1.0953 0.07 0.00 -0.09
H -5.2095 -2.3545 -1.9021 0.01 -0.04 -0.06
H -3.9271 1.8321 -1.7831 0.00 0.03 0.01
H 3.4908 -2.0016 -2.2416 0.01 -0.07 -0.05
H -1.2946 1.7013 2.2761 0.00 -0.03 0.03
H 4.6930 -0.1203 -3.3997 -0.02 0.10 0.01
H -3.9779 -0.2760 -1.7883 0.08 0.05 -0.04
H -5.5706 0.4360 2.1277 -0.02 0.08 0.06
H -1.8601 0.5381 -1.1490 0.03 0.08 -0.03
H 2.5876 1.2778 -0.3973 -0.11 0.04 0.06
H 6.8237 -0.8172 2.9651 0.07 0.00 0.06
H 6.4762 0.1132 -1.6236 0.03 -0.07 0.01
H -3.3839 3.1619 -0.7473 0.02 -0.05 -0.09
H -3.3209 2.9413 1.5817 0.01 -0.05 0.08
H -3.7594 1.4002 2.3497 -0.01 0.07 -0.02
H 5.9427 -1.5457 -1.8764 0.04 0.03 -0.07
H -6.7672 -1.6923 2.0071 -0.08 -0.02 0.11
H 7.3199 -0.5732 0.5691 0.11 0.02 -0.04
H 4.4808 -1.0787 3.7153 -0.02 -0.01 0.09
H 2.6629 -1.0958 2.0469 -0.13 -0.01 0.05
H 0.5797 2.5142 -0.6551 0.10 -0.04 0.08
H 2.0871 -1.6137 -0.3391 0.18 0.14 -0.03
```
Positions in Å, forces in eV/Å.

=====

Record 2
ORCA calculation (the ωB97M-V functional and the def2-TZVPD basis) on a single C22H27N3O4 molecule.

SMILES string: COc1ccc(CCNC(=O)c2ccc3c(c2)NC(=O)[C@H](C(C)C)N3)cc1OC

```
56
Properties=species:S:1:pos:R:3:forces:R:3
O 0.4962 -2.8376 0.1614 0.40 0.19 0.20
O 2.5557 -2.4357 1.6833 -0.29 -0.02 -0.37
O 2.9347 1.2835 1.8906 0.04 -0.18 0.22
O -3.8760 -1.6168 1.4971 -0.16 -0.12 -0.01
N 2.9936 2.3178 -0.1245 0.08 0.30 -0.21
N -1.9756 -0.4350 1.4096 0.41 -0.21 0.22
N -3.2948 1.8469 0.7474 -0.23 0.21 0.10
C 4.4721 0.8505 -1.4422 -0.11 0.06 0.22
C -1.1947 2.9985 0.3811 -0.10 -0.19 -0.02
C 0.1871 2.9879 0.4357 0.17 -0.14 0.04
C -4.0557 0.6212 0.6496 -0.49 -0.06 -0.30
C 1.3729 -1.3362 -1.5530 -0.21 -0.20 0.13
C -3.3079 -0.5779 1.2308 -0.23 0.18 0.09
C 3.4941 -2.0363 2.6582 0.21 0.14 0.22
C 2.3634 -0.4364 -1.9274 0.22 0.04 0.03
C 0.1419 0.7179 1.2213 -0.07 0.25 -0.09
C 4.3721 1.9848 -0.4012 0.23 0.01 -0.02
C -5.6516 -0.6663 -0.8403 0.10 0.14 -0.05
C -3.3273 -0.1727 -1.6563 -0.14 0.23 0.07
C -0.6048 -3.1555 -0.6501 -0.23 -0.04 -0.20
C 1.4490 -1.9978 -0.3422 0.04 -0.09 0.13
C 0.8658 1.8534 0.8644 -0.29 -0.05 0.11
C -4.4961 0.3285 -0.8120 0.02 -0.29 0.13
C -1.2332 0.7075 1.1154 0.12 0.50 -0.24
C -1.9260 1.8611 0.7134 0.52 0.00 0.15
C 3.5699 -0.9246 0.0751 -0.09 -0.24 0.03
C 3.4626 -0.2187 -1.1207 0.01 -0.08 -0.30
C 2.5704 -1.7832 0.4910 -0.11 -0.10 -0.04
C 2.3488 1.7815 0.9481 -0.11 0.33 -0.10
H 0.7359 3.8812 0.1765 0.06 0.09 -0.02
H -0.2950 -3.6635 -1.5696 0.00 0.04 0.02
H 2.2602 0.0968 -2.8618 0.01 0.07 -0.09
H 4.2767 1.2499 -2.4396 0.05 -0.03 -0.03
H 4.9015 2.8744 -0.7545 0.04 -0.09 0.10
H -3.7553 2.6604 0.3657 0.07 -0.10 0.03
H -1.4709 -1.2404 1.7615 -0.18 0.00 -0.05
H 3.1931 -2.5374 3.5769 0.07 0.03 -0.04
H -1.1840 -2.2633 -0.9108 0.03 -0.03 0.01
H -4.8429 1.2832 -1.2305 0.04 -0.02 0.13
H -1.2266 -3.8262 -0.0588 0.00 0.05 -0.07
H 4.4307 -0.7582 0.7010 0.05 0.04 0.17
H 0.6661 -0.1585 1.5676 0.09 -0.16 0.06
H 0.5294 -1.4854 -2.2081 -0.12 -0.05 -0.01
H 4.8024 1.6677 0.5503 0.03 0.09 -0.12
H -3.6139 -0.2174 -2.7048 0.01 -0.03 -0.09
H -1.7210 3.8931 0.0811 -0.06 0.10 -0.02
H -2.4635 0.4845 -1.5655 0.13 0.01 -0.05
H -6.5264 -0.2529 -0.3437 -0.14 -0.01 0.06
H -5.3687 -1.5823 -0.3286 -0.03 -0.09 0.01
H 2.4298 2.5781 -0.9194 -0.09 -0.12 0.13
H 5.4868 0.4488 -1.4273 0.06 0.04 -0.08
H -5.9182 -0.9044 -1.8673 -0.07 -0.02 -0.11
H 4.5079 -2.3540 2.3923 -0.03 0.01 0.00
H -4.9684 0.7418 1.2504 0.21 -0.16 -0.05
H -3.0446 -1.1743 -1.3397 0.05 -0.12 0.00
H 3.4725 -0.9520 2.8031 0.01 -0.07 -0.01
```
Positions in Å, forces in eV/Å.

=====

Record 3
ORCA calculation (the ωB97M-V functional and the def2-TZVPD basis) on a single C22H27N3O4S molecule.

SMILES string: [H]/N=c1/c2cc(OC)c(OC)cc2nc(SCc2cccc(OC)c2)n1CCCOC

```
57
Properties=species:S:1:pos:R:3:forces:R:3
S -2.3301 1.2231 2.3520 -0.41 0.25 0.27
O -3.9844 -0.9045 -2.1994 0.06 0.12 -0.08
O 4.5241 -0.6421 0.3566 -0.30 -0.37 -0.06
O 3.8429 -3.0312 -0.3671 -0.01 0.39 0.15
O 2.6347 3.3004 -0.4808 -0.19 -0.03 0.26
N -1.1472 -3.3871 0.5726 -0.25 -0.74 -0.24
N -1.6996 -1.2110 1.4019 0.31 -0.32 -0.19
N 0.0318 0.3565 1.7323 -0.29 0.14 0.36
C 1.5270 -2.6672 0.2736 0.28 -0.02 -0.07
C 3.5312 -4.3397 -0.7770 -0.06 -0.19 -0.06
C 1.2736 3.1859 -0.4602 -0.15 0.04 0.13
C -5.3553 -1.1347 -2.4078 -0.01 0.02 0.02
C 3.2749 3.4357 -1.7269 0.08 0.01 -0.20
C -1.1961 0.0028 1.7710 0.57 0.69 0.28
C 3.2184 -0.9572 0.5479 0.08 0.00 -0.02
C -0.8241 -2.2111 0.9145 -0.13 0.14 0.17
C 2.8375 -2.2664 0.1405 -0.03 -0.09 -0.03
C -3.8805 -0.8892 0.2565 0.12 -0.21 -0.29
C -1.2553 2.6993 2.3067 -0.07 -0.52 0.11
C 2.2767 -0.1101 1.0885 0.23 -0.10 -0.09
C -3.1283 -1.4431 1.4700 -0.49 0.01 -0.17
C 0.4586 3.1742 -1.5853 0.35 0.01 -0.13
C -3.4463 -1.5380 -1.0637 0.10 0.05 0.24
C -0.9124 3.0432 -1.4342 -0.10 -0.02 0.07
C -1.4784 2.9095 -0.1828 -0.04 0.07 -0.01
C 4.9593 0.6379 0.7504 0.08 0.23 0.07
C 0.9467 -0.5214 1.2150 -0.08 -0.92 -0.33
C -0.6674 2.9062 0.9470 0.18 0.27 -0.28
C 0.6989 3.0598 0.8028 0.00 0.21 -0.22
C 0.5665 -1.8002 0.8039 0.46 0.78 0.17
H 1.3448 3.0650 1.6661 0.10 -0.07 0.13
H 1.1887 -3.6447 -0.0243 0.05 -0.14 -0.07
H -4.9468 -1.0522 0.4218 -0.06 0.04 0.03
H -2.1238 -3.6424 0.6442 -0.02 0.22 0.06
H 4.3365 3.5397 -1.5057 -0.06 -0.01 -0.06
H -1.9234 3.5138 2.5920 0.00 -0.05 0.05
H 3.1505 -4.9412 0.0547 0.00 0.02 -0.03
H -1.5418 3.0345 -2.3114 -0.05 0.01 -0.08
H -3.7081 0.1855 0.1820 -0.05 -0.01 0.00
H 4.4676 -4.7659 -1.1339 -0.09 -0.01 0.01
H 0.8726 3.2586 -2.5774 0.08 0.01 -0.07
H 2.9308 4.3271 -2.2607 0.01 -0.04 0.01
H 4.3996 1.4294 0.2435 -0.01 -0.02 0.03
H 2.7967 -4.3427 -1.5888 0.01 0.00 0.04
H 4.8707 0.7728 1.8333 -0.02 0.00 -0.04
H 2.5233 0.8867 1.4088 0.09 0.14 0.02
H 6.0087 0.6911 0.4650 -0.06 0.03 0.04
H 3.1210 2.5523 -2.3552 0.00 0.04 0.01
H -3.3049 -2.5180 1.5644 0.03 0.18 0.14
H -5.5813 -2.2083 -2.4056 -0.02 0.01 -0.01
H -2.5469 2.7914 -0.0783 -0.10 -0.03 -0.01
H -0.4811 2.5665 3.0595 -0.01 0.13 -0.03
H -5.5883 -0.7202 -3.3869 -0.10 -0.03 0.03
H -5.9769 -0.6394 -1.6537 -0.02 -0.02 -0.03
H -3.5093 -0.9642 2.3774 0.03 -0.22 -0.06
H -3.7131 -2.6066 -1.0660 0.07 0.03 -0.02
H -2.3632 -1.4487 -1.1833 -0.10 -0.12 0.07
```
Positions in Å, forces in eV/Å.

=====

Record 4
ORCA calculation (the ωB97M-V functional and the def2-TZVPD basis) on a molecular structure, C22H28BaN6O7S2.

```
66
Properties=species:S:1:pos:R:3:forces:R:3
Ba 0.2566 0.0104 0.0728 -0.23 4.10 -1.19
S -1.1098 -2.4673 0.5222 -0.41 -1.12 0.38
S -2.0749 2.1806 0.0646 -0.37 0.56 0.53
O 9.0692 -0.1298 -1.3728 -0.07 -0.01 -0.08
O 8.7115 1.7205 -2.4067 -0.09 0.01 -0.08
O -0.6184 -0.4354 3.4959 -0.07 0.02 -0.08
O 2.5408 -0.3339 0.8023 1.45 0.86 -0.72
O 2.0497 1.3765 -0.5737 2.19 0.54 -0.07
O 0.0963 -2.2975 -0.3242 -0.97 -2.11 0.09
O -2.2948 -2.8202 -0.2010 0.02 -0.11 -0.03
N -0.8233 -0.3786 -2.4322 -0.28 -0.34 -0.39
N -1.2911 -1.1489 1.4214 -1.32 -1.73 2.10
N 8.3471 0.7720 -1.7454 -0.41 0.08 0.33
N -2.9989 3.9970 1.7950 0.10 0.01 -0.13
N -1.7940 0.4038 -3.1167 0.14 0.01 -0.12
N -1.9697 2.2014 2.7481 -0.03 0.11 0.14
C 0.1750 -4.7472 4.1316 0.01 -0.07 -0.06
C -3.5643 0.7564 -4.6696 -0.18 0.23 -0.07
C 2.8718 0.5528 -0.0615 0.10 0.05 0.47
C -3.1163 4.7508 3.0553 -0.01 -0.21 -0.35
C -2.7070 -0.3214 -4.0276 0.03 0.04 0.22
C 4.2988 0.6171 -0.5245 -0.03 -0.15 0.15
C -2.1003 4.2302 4.0466 0.20 0.14 -0.01
C -3.5967 -1.3181 -3.2877 -0.20 -0.12 0.13
C 4.7389 1.6888 -1.2869 0.14 0.13 -0.15
C -0.0393 -5.5097 2.9804 0.05 -0.01 0.18
C -0.6852 -3.5578 1.8335 0.18 -0.39 -0.06
C -0.4844 -2.7940 2.9686 -0.17 0.28 -0.40
C 6.9044 0.7247 -1.3226 0.81 0.01 -0.29
C -0.4681 -4.9224 1.7967 -0.05 0.13 0.04
C -0.7960 -1.3443 2.7002 -0.46 -0.14 -0.43
C -2.2083 2.7254 4.0926 0.00 -0.20 -0.26
C -2.3588 2.8193 1.6309 -0.03 0.01 0.13
C 5.1724 -0.3989 -0.1683 0.13 -0.20 0.11
C 6.0654 1.7527 -1.6940 -0.22 0.14 -0.03
C -1.8896 -1.0322 -5.0919 0.21 -0.11 -0.19
C 6.4959 -0.3538 -0.5734 -0.11 -0.28 0.19
C -0.0434 -3.3729 4.1352 0.08 -0.15 0.29
H -1.5068 1.3126 2.6780 0.08 -0.38 -0.01
H -1.1450 -0.3523 -5.5205 -0.10 -0.08 0.04
H 0.1379 -6.5777 3.0077 0.00 0.04 0.03
H 4.8022 -1.2211 0.4324 0.02 0.08 -0.04
H -1.0953 4.5009 3.7119 -0.02 0.02 0.08
H 6.4461 2.5741 -2.2831 -0.01 -0.01 0.01
H -4.1406 1.3006 -3.9099 0.10 -0.08 -0.11
H -2.2643 4.6659 5.0311 -0.04 0.01 -0.01
H -3.2013 2.4278 4.4387 -0.05 -0.04 0.04
H -3.2451 4.4403 0.9271 -0.04 0.10 0.01
H -4.2799 -0.7951 -2.6059 0.13 -0.10 -0.10
H -1.3747 -1.9131 -4.6925 -0.04 0.11 -0.04
H -4.2737 0.3117 -5.3738 0.06 0.05 0.07
H 0.1217 -2.7639 5.0182 -0.01 -0.09 -0.10
H -3.0172 -2.0339 -2.6959 -0.06 0.04 -0.07
H -2.9476 5.8037 2.8436 0.01 0.07 -0.08
H -4.1252 4.6512 3.4580 -0.08 -0.04 -0.01
H -1.4756 2.2821 4.7618 0.06 -0.05 -0.04
H 4.0336 2.4647 -1.5553 0.04 -0.03 0.02
H 7.2030 -1.1304 -0.3149 -0.06 0.06 -0.02
H -4.2007 -1.8950 -3.9978 0.07 0.08 0.11
H -1.2027 -1.2735 -2.1182 -0.12 -0.07 -0.19
H -2.9372 1.4769 -5.2023 -0.07 -0.09 0.04
H -0.0816 -0.6032 -3.0858 0.03 0.07 -0.06
H -0.6301 -5.5077 0.8976 0.03 0.10 0.09
H -2.5465 -1.3752 -5.8963 0.08 0.01 0.08
H 0.5217 -5.2363 5.0355 -0.04 0.03 -0.09
H -2.3365 0.8697 -2.4029 -0.12 0.17 0.07
```
Positions in Å, forces in eV/Å.

=====

Number 1: LUMO level 0.7 eV. Number 2: LUMO level 0.7 eV. Number 3: LUMO level 0.6 eV. Number 4: LUMO level -0.2 eV.